Here is a cluster of 6 separate species, C51H72ClF40N2O6S3 in total from OMol25. Energies are from the ωB97M-V functional and the def2-TZVPD basis.

- highest occupied orbital energy (eV) = -10.337
- charge = +1

Element x y z (Å)
O -7.358 0.249 9.541
H 3.860 2.571 -5.059
O -3.440 -5.488 0.506
C -0.649 -0.405 -3.361
C 7.548 1.708 -5.232
S 2.097 -4.576 -4.513
F 7.304 5.275 -4.354
C -9.723 -0.010 10.364
H 4.769 -0.701 1.600
F -7.027 -4.319 2.750
F -6.565 -3.066 8.243
C 4.958 9.330 -3.638
H -2.424 1.695 -7.042
H 6.835 -3.233 -5.428
H -0.393 0.210 -4.320
H 10.507 0.178 -3.794
H 3.034 -0.060 2.010
C 7.308 6.079 -3.257
F -5.370 -3.249 0.827
C 4.957 7.946 -1.461
C 6.104 2.104 -4.562
F 0.791 1.455 8.384
C -6.236 -2.944 4.472
H 8.983 -0.480 -2.895
H 4.497 0.700 -2.158
H -9.943 -1.379 12.039
C 5.961 6.026 -2.525
F -1.447 -5.791 -2.201
H 5.148 3.063 -6.411
H 4.790 8.230 -0.414
C -8.282 0.460 10.614
F -9.982 0.034 9.029
F -2.370 -7.114 -3.653
C -3.411 -6.976 -1.525
C -5.533 0.453 4.014
F -2.562 2.226 9.298
H 5.929 -3.100 -1.586
H 9.101 -0.619 -4.801
C 5.415 9.220 -2.189
C -5.307 -0.762 4.923
C 4.856 2.225 -5.618
C -2.026 0.226 6.695
H -8.325 1.552 10.721
C 3.435 -0.680 -4.676
F -5.414 -0.826 9.527
F -11.354 -1.704 10.680
O -5.159 1.161 -5.340
C -4.481 -0.074 -5.764
C -10.064 -1.373 10.953
H 5.912 1.341 -3.687
F -4.421 1.232 3.950
H -3.364 -2.799 -0.106
F -9.302 -2.362 10.430
H -6.791 -1.304 7.333
H -4.093 0.156 -3.186
F 0.996 -2.010 6.692
C 5.568 -2.097 -2.118
C -2.533 -3.412 -0.466
H 4.405 -2.175 -2.213
H -5.139 -1.055 -5.614
C -0.380 -1.997 -3.674
C -6.411 -3.111 2.955
H -4.877 3.196 -4.751
H -2.207 0.043 -5.632
O -1.884 1.513 7.305
H -2.522 -1.164 -2.319
C -2.307 -4.627 0.443
H 4.700 1.042 -7.685
H 5.045 -2.006 -6.383
F -7.286 -2.172 2.501
F 4.902 10.287 -1.497
F -8.468 -2.012 8.134
F 5.411 10.484 -4.198
H -1.571 2.640 -1.439
C 5.909 -0.878 -1.076
O -6.440 -1.624 4.986
C -4.217 2.252 -5.054
H -0.906 4.270 -2.297
H -4.026 -7.406 0.464
C -1.080 3.093 -2.395
H 0.167 -0.094 -2.546
H 2.508 -0.401 -3.976
F 4.910 6.296 -3.335
F 6.767 9.332 -2.084
C 4.602 0.849 -6.517
H -2.653 -0.446 7.292
F -5.814 0.076 2.739
F 0.190 0.519 5.927
F -10.555 0.920 10.931
H -5.303 -3.388 4.839
H 6.074 -1.380 -0.011
H 9.568 2.331 -4.151
F -4.447 -1.927 2.279
H -1.451 -7.775 -2.021
S -3.311 2.703 -6.621
C 8.674 1.589 -4.002
H -4.181 -0.073 -6.909
C -7.126 -1.828 8.233
C 3.664 -0.679 1.208
C -1.581 1.498 8.698
C -0.152 -1.475 7.190
F 0.058 2.053 10.346
C -0.725 -0.443 6.226
F 5.440 8.324 -4.405
F -2.814 -3.789 -1.741
F 7.587 7.333 -3.699
H 3.978 7.594 -1.807
C 3.205 0.061 -6.117
C 9.329 0.074 -3.885
C 4.617 -2.728 -5.569
H -1.008 2.284 -4.558
F -1.421 -2.632 -0.530
F -7.049 -1.712 10.639
C 4.832 0.359 -1.076
H -2.303 -7.253 0.359
C -5.115 -3.098 2.155
F 5.750 4.770 -2.046
H -7.885 0.109 11.574
C -1.816 2.754 -3.815
H 7.520 -2.244 -3.286
H 4.365 -0.138 -4.165
H 4.320 -3.729 -6.149
F -2.090 -4.208 1.720
H -2.059 3.822 -4.294
C -3.226 1.948 -3.740
F -4.213 -1.483 4.579
C -3.061 -0.317 -4.916
H 5.376 1.301 -0.602
H -0.853 -2.296 7.358
H 0.335 -2.407 -2.821
H -0.173 3.164 8.704
H 2.798 -0.648 -6.955
H -6.364 1.065 4.374
H -4.451 -3.911 2.459
C -6.757 -1.042 9.498
F -4.286 -6.037 -1.979
H 6.389 -0.937 -4.036
H 8.125 5.764 -2.602
H 2.989 1.146 0.010
H 6.964 -0.413 -1.364
H -2.618 0.421 5.792
C -2.115 -6.962 -2.325
C -3.236 -6.808 -0.008
F -1.213 -5.347 0.099
F -0.999 -1.073 5.040
F -1.712 0.236 9.173
C 3.450 0.073 -0.233
N -3.161 0.452 -3.610
H -1.951 0.512 -1.686
H 6.241 3.179 -4.078
H 2.633 -0.448 -0.929
C 6.376 -2.027 -3.550
Cl -4.272 2.531 -2.273
H -7.026 -3.542 4.944
H 5.781 -4.193 -4.088
C 5.938 -3.170 -4.642
H 7.545 0.622 -5.729
H -2.965 -1.471 -4.628
H -1.348 -2.652 -3.747
H 2.401 0.922 -5.928
H 5.483 0.124 -6.237
H 7.897 2.439 -6.091
N 3.522 -2.177 -4.702
S 0.557 -2.074 -5.338
H 3.868 9.332 -3.713
H 8.086 1.761 -2.982
F -5.090 -0.343 6.200
F -4.027 -8.183 -1.730
O 5.915 6.886 -1.389
F 0.172 -0.934 8.387
C 2.200 -2.877 -4.850
H 0.018 2.630 -2.454
C -0.213 2.117 9.015
H 3.147 -1.734 1.150
C -2.108 -0.105 -2.687

Atoms 1-6, force components in eV/Å:
O -0.1 -2.0 0.0
H 2.2 -0.8 -1.2
O 1.6 1.0 -0.9
C 0.8 0.0 0.7
C 0.5 -0.8 0.3
S 0.3 3.4 -0.7

Here is a structure of composition C51H81BF5HfN10S3SbSi3 from OMol25. Energies are from the ωB97M-V functional and the def2-TZVPD basis.

- highest occupied orbital energy (eV) = -11.869
- charge = +2

Element x y z (Å)
H -4.643 -0.772 -3.730
H 5.431 -1.281 -3.989
H -1.981 2.867 3.089
B 4.213 0.874 -0.050
H 1.552 0.128 6.097
C 4.226 -3.320 -4.460
H -1.293 -5.041 2.925
C -2.735 -5.057 -0.387
N -1.315 0.056 -1.836
C -7.205 -3.377 0.840
H -7.041 -2.229 -3.317
C 1.884 -2.776 -3.882
H -4.580 -4.794 -3.156
S 1.874 -1.496 -0.635
N -1.027 -0.376 -5.557
S 1.633 1.239 2.074
C -4.204 -3.776 -3.320
C 4.782 -0.973 1.601
H 0.047 -2.722 -1.306
H -5.806 -5.724 2.391
H -1.299 -6.649 -0.398
H -1.825 0.064 5.459
H -4.083 2.098 3.814
H 4.895 -1.084 5.477
H -6.355 -6.545 -0.092
C -2.976 -3.678 -0.536
H 5.247 -3.482 -4.111
H 2.508 6.115 -3.657
H 1.554 -3.695 -4.371
S 1.376 1.595 -1.672
H 0.016 -1.019 -3.041
H -2.990 -1.172 4.976
C 4.154 3.360 0.386
H -1.678 -0.577 -6.315
C 4.089 -0.353 5.557
H 0.954 6.968 -1.619
C -1.818 -3.069 2.295
C 2.883 -0.717 4.688
H 1.188 -2.524 -3.088
H -6.823 -5.439 -1.377
H 3.878 -4.251 -4.909
N 3.344 -0.632 3.239
C -6.011 -5.696 -0.694
H -0.263 -1.050 -5.614
H 0.181 5.437 -3.055
C 2.994 0.178 2.203
H -2.155 -1.424 -4.105
H 3.217 -2.878 4.743
H -5.082 -0.098 -2.155
C 2.910 5.349 -2.989
H 4.231 -2.554 -5.240
H -0.457 2.061 2.788
H 3.790 5.493 0.058
C 5.051 0.048 -2.297
H -8.017 -3.808 0.246
H 3.777 -0.314 6.601
H -4.126 -5.762 1.860
H -2.491 0.309 -4.192
N -0.015 -1.655 1.667
C 2.512 2.678 -0.948
C 4.860 -0.985 -3.128
N 3.504 2.252 -0.141
H -0.056 0.700 -3.371
H -7.478 -3.487 1.895
H 5.386 1.140 0.035
C -4.980 -5.101 2.031
C 0.855 -2.640 1.959
H 2.900 -5.015 -2.743
H 0.824 -0.022 4.491
C 3.286 -2.973 -3.311
C 2.435 -2.149 4.965
Sb -4.186 -1.052 0.741
H 2.779 -3.876 -1.389
H 4.931 -2.089 3.485
H -3.113 -3.819 -3.239
C 0.590 4.589 -2.503
H -7.169 -2.305 0.621
C -1.386 1.982 3.336
F -4.650 3.818 -0.351
C -0.740 -3.408 -1.045
H 4.986 3.266 1.064
H -0.629 0.548 -5.720
H -7.295 -1.887 -1.602
C 4.461 -1.360 2.847
H 2.181 -2.244 6.023
C -4.157 1.218 3.167
C 3.260 -1.053 -1.559
H -5.174 -6.048 -1.304
H -3.421 -0.599 -2.435
H 4.367 -4.334 -2.026
N -1.959 -2.876 -0.897
C -0.662 -0.174 -3.121
H 1.551 -2.394 4.378
H 0.596 -5.082 -0.976
F 0.541 3.676 1.121
Si -4.963 -2.579 -2.100
C 0.443 -3.861 2.423
H -3.552 -5.720 -0.148
C -0.426 -4.738 -0.868
C 3.331 -4.117 -2.295
C -2.636 2.614 -0.099
H -1.928 -0.737 -1.587
C -1.413 4.835 0.838
Hf -0.294 0.338 0.443
H 1.171 -4.630 2.648
H -5.937 -1.123 2.791
C -2.747 4.906 0.491
H 1.905 -1.967 -4.623
C -4.464 -0.854 -2.650
C -1.700 -0.439 -4.202
H 1.902 -2.420 1.795
H -1.302 -1.314 4.482
C -0.928 -4.080 2.578
C -4.352 -3.080 -0.345
H -4.491 1.566 2.180
H -4.474 -3.491 -4.343
H -4.714 -4.423 2.843
H -1.108 2.046 4.394
H -4.938 0.575 3.577
H 1.150 6.075 -0.104
C 1.903 5.055 -1.879
C -5.031 -1.708 2.631
H 3.113 4.447 -3.573
N 3.878 -0.003 1.213
H -1.892 0.891 -1.875
C 3.572 4.455 -0.120
H -7.277 -3.560 -2.179
C -6.814 -2.579 -2.302
F -3.326 1.577 -0.640
H 5.588 -1.293 0.959
C -2.119 -0.599 4.640
C 1.739 0.230 5.026
H -2.882 -3.220 2.416
H 5.806 0.818 -2.306
H 1.987 1.271 4.820
F -3.409 6.044 0.609
C -1.300 2.465 0.234
H -5.302 -2.751 2.609
C 1.625 6.319 -1.057
H 3.853 5.716 -2.579
N 3.750 -1.689 -2.670
H -0.133 4.280 -1.745
H 2.532 6.891 -0.856
Si -5.596 -4.271 0.465
C -1.342 -1.830 1.854
H -4.348 -1.533 3.457
C -2.119 -0.607 1.518
F -0.804 5.919 1.319
Si -2.454 0.435 3.117
C -1.469 -5.586 -0.540
C -0.734 3.646 0.701
N 2.543 4.037 -0.960
N 4.064 0.007 -1.328
H 0.742 3.761 -3.191
C -3.371 3.777 0.009
H 4.481 0.628 5.279

Atoms 1-6, force components in eV/Å:
H 0.0 0.0 0.1
H -0.1 0.0 0.1
H 0.1 -0.1 0.0
B -0.3 0.0 0.0
H 0.0 0.0 0.0
C 0.0 0.0 -0.1